(1)
Below is C38H35F5N3O4PRhS3Te as an isolated structure, with properties calculated with the ωB97M-V functional and the def2-TZVPD basis.

Kohn-Sham gap ... 7.421 eV
HOMO energy ... -11.51 eV
Relative energy (zero: lowest compared OMol25 entry of this formula, charge and spin) ... 0.000 eV
E_LUMO ... -0.15038 hartree
Charge ... +1

Structure (XYZ):
```
91
Properties=species:S:1:pos:R:3:forces:R:3
Rh -0.49792 -0.91813 -0.72697 -0.1 0.0 0.1
S 1.79893 -1.26178 -0.62884 0.0 0.0 0.0
C 1.90001 -0.30485 0.78351 0.0 0.0 0.0
N 2.76349 0.65058 0.95903 0.0 0.0 0.0
C 2.82331 1.33100 2.26378 0.0 0.0 0.0
C 2.60997 0.31626 3.35542 0.0 0.0 0.0
N 1.33745 -0.37330 3.12970 0.0 0.0 0.0
C 0.54452 -0.72135 4.32182 0.0 0.0 0.0
C 0.15696 0.51318 5.09436 0.0 0.0 0.0
C 0.49285 0.63314 6.43647 0.0 0.0 0.0
C 0.13047 1.77099 7.14531 0.0 0.0 0.0
C -0.55694 2.79236 6.50816 0.0 0.0 0.0
C -0.88688 2.67589 5.16322 0.0 0.0 0.0
C -0.53688 1.53718 4.45559 0.0 0.0 0.0
C 0.94876 -0.62884 1.90576 0.0 0.0 0.0
S -0.52615 -1.33752 1.50376 0.0 0.0 0.1
C 3.62286 1.13726 -0.15282 0.0 0.0 0.0
C 3.92274 2.60294 -0.02469 0.0 0.0 0.0
C 2.92956 3.53521 -0.31169 0.0 0.0 0.0
C 3.19069 4.88934 -0.17878 0.0 0.0 0.0
C 4.44644 5.31877 0.23185 0.0 0.0 0.0
C 5.44350 4.39379 0.50373 0.0 0.0 0.0
C 5.18114 3.03695 0.37591 0.0 0.0 0.0
H 2.05482 2.10801 2.28869 0.0 0.0 0.0
H 3.79841 1.80096 2.35798 0.0 0.0 0.0
H 2.54370 0.82051 4.31774 0.0 0.0 0.0
H 3.42079 -0.41652 3.39361 0.0 0.0 0.0
H 1.15683 -1.38650 4.93460 0.0 0.0 0.0
H -0.32991 -1.27823 3.99195 0.0 0.0 0.0
H 1.03205 -0.16514 6.93400 0.0 0.0 0.0
H 0.38774 1.85811 8.19236 0.0 0.0 0.0
H -0.83788 3.68006 7.05907 0.0 0.0 0.0
H -1.42505 3.47000 4.66309 0.0 0.0 0.0
H -0.79913 1.45754 3.40682 0.0 0.0 0.0
H 3.07556 0.92246 -1.07130 0.0 0.0 0.0
H 4.53740 0.54120 -0.15510 0.0 0.0 0.0
H 1.96027 3.19283 -0.65326 0.0 0.0 0.0
H 2.41823 5.61189 -0.40616 0.0 0.0 0.0
H 4.65079 6.37667 0.32893 0.0 0.0 0.0
H 6.42596 4.72732 0.80979 0.0 0.0 0.0
H 5.96303 2.31319 0.57877 0.0 0.0 0.0
O -0.71327 2.23755 1.25007 0.0 0.0 0.0
C -0.78018 2.10409 0.04965 0.0 -0.1 0.0
N 0.05117 1.22455 -0.65249 0.0 0.0 -0.1
S -0.16831 1.36877 -2.25114 -0.1 -0.1 0.0
O 0.90499 1.96141 -2.98282 0.0 0.0 0.0
O -0.49130 -0.02599 -2.68008 0.0 0.0 0.1
C -1.56551 2.42922 -2.18521 0.0 0.0 -0.1
C -2.35530 2.91495 -3.20645 0.0 0.0 0.0
C -3.36157 3.80293 -2.84728 0.0 0.0 0.0
C -3.53809 4.19336 -1.52284 0.0 0.0 0.0
C -2.72067 3.70189 -0.51441 0.0 0.0 0.0
C -1.72966 2.80411 -0.86348 0.0 0.0 0.1
H -2.20592 2.61548 -4.23452 0.0 0.0 0.0
H -4.01908 4.19684 -3.61028 0.0 0.0 0.0
H -4.33317 4.88449 -1.27814 0.0 0.0 0.0
H -2.85637 3.98645 0.52008 0.0 0.0 0.0
F -4.63075 1.15787 -1.02245 0.0 0.0 0.0
Te -4.16302 -0.57142 -0.55347 0.0 0.0 0.1
F -3.88723 -2.35219 -0.03521 0.0 0.0 0.0
F -4.40538 -0.12991 1.23099 0.0 0.0 0.0
F -5.96192 -0.98950 -0.57518 0.0 0.0 0.0
F -4.17512 -1.05069 -2.34602 0.0 0.0 0.0
O -2.40076 -0.16587 -0.51294 0.0 0.0 -0.2
C -1.28385 -4.20425 0.05896 0.0 0.0 0.0
P -0.88506 -3.10570 -1.31632 0.0 0.1 -0.1
C -2.18649 -3.29904 -2.55282 0.0 -0.1 0.0
C -3.26913 -4.14573 -2.32492 0.0 0.0 0.0
C -4.22962 -4.32356 -3.30797 0.0 0.0 0.0
C -4.11546 -3.65997 -4.51957 0.0 0.0 0.0
C -3.04003 -2.81353 -4.74888 0.0 0.0 0.0
C -2.08022 -2.62730 -3.76997 0.0 0.0 0.0
C 0.59570 -3.80191 -2.10295 0.0 0.1 0.0
C 1.09999 -5.04710 -1.74223 0.0 0.0 0.0
C 2.21749 -5.56070 -2.38710 0.0 0.0 0.0
C 2.83774 -4.83538 -3.39139 0.0 0.0 0.0
C 2.34306 -3.58855 -3.75183 0.0 0.0 0.0
C 1.23117 -3.07139 -3.10956 0.0 0.0 0.0
H -1.47768 -5.21297 -0.30319 0.0 0.0 0.0
H -2.16748 -3.82832 0.57286 0.0 0.0 0.0
H -0.44241 -4.22364 0.75027 0.0 0.0 0.0
H -3.38499 -4.66087 -1.38222 0.0 0.0 0.0
H -5.07049 -4.97774 -3.12120 0.0 0.0 0.0
H -4.86808 -3.79851 -5.28428 0.0 0.0 0.0
H -2.95317 -2.28652 -5.68965 0.0 0.0 0.0
H -1.26652 -1.93921 -3.95428 0.0 0.0 0.0
H 0.63003 -5.63335 -0.96472 0.0 0.0 0.0
H 2.59891 -6.53221 -2.10242 0.0 0.0 0.0
H 3.70718 -5.23878 -3.89309 0.0 0.0 0.0
H 2.82533 -3.01616 -4.53300 0.0 0.0 0.0
H 0.86792 -2.08940 -3.39007 0.0 0.0 0.0
```
Positions in Å, forces in eV/Å.

(2)
Below is a 7-piece molecular cluster, C38H35N7O6 overall, with properties calculated with the ωB97M-V functional and the def2-TZVPD basis.

Kohn-Sham gap ... 8.660 eV
HOMO energy ... -9.63 eV
Relative energy (zero: lowest compared OMol25 entry of this formula, charge and spin) ... 0.847 eV
E_LUMO ... -0.03584 hartree
SMILES ... O=[N+]([O-])c1ccccc1.O=[N+]([O-])c1ccccc1.O=[N+]([O-])c1ccccc1.c1ccncc1.c1ccncc1.c1ccncc1.c1ccncc1

Structure (XYZ):
```
86
Properties=species:S:1:pos:R:3:forces:R:3
O 8.72720 1.80434 4.37665 0.3 -0.1 -1.4
N 8.06412 1.54372 3.38623 -2.9 -0.3 1.0
O 6.87726 1.07552 3.49903 3.2 1.1 -0.9
C 8.55168 1.84899 1.99832 -0.3 0.2 -0.8
C 9.84208 2.28912 1.68609 -0.7 -1.2 1.5
C 10.19476 2.39740 0.36091 0.0 0.5 -1.0
C 9.29146 2.16798 -0.65812 -0.5 -0.1 0.1
C 7.94128 1.87448 -0.34291 2.7 0.4 -3.0
C 7.62558 1.74173 0.92791 -1.7 0.2 3.5
H 10.58587 2.42172 2.45782 -0.1 0.1 0.2
H 11.17699 2.74026 0.07095 0.2 -0.1 0.2
H 9.65246 2.27909 -1.66991 -0.2 -0.1 -0.2
H 7.19022 1.76136 -1.11071 0.0 0.1 -0.1
H 6.55339 1.76243 1.05597 0.0 -0.8 1.0
O -2.44582 2.86117 -12.10314 0.8 2.1 -0.3
N -3.08508 2.10287 -11.42432 2.4 0.9 0.8
O -3.67650 1.21814 -11.92258 -2.5 -2.7 0.2
C -2.83608 2.20289 -9.94371 -0.5 0.0 0.3
C -3.09431 1.11295 -9.14421 1.8 -0.7 2.3
C -2.77832 1.17409 -7.73197 -1.0 0.6 -1.3
C -2.39232 2.39509 -7.12301 -0.5 -1.7 -1.6
C -2.06354 3.39121 -8.00337 -0.5 1.9 -1.2
C -2.31294 3.36851 -9.40666 -0.7 -0.7 0.7
H -3.21620 0.12317 -9.55877 -0.6 0.1 -0.2
H -2.93812 0.26078 -7.17815 0.0 0.1 0.2
H -2.40422 2.62506 -6.06785 0.4 -0.5 0.1
H -1.74482 4.31188 -7.53735 0.1 0.3 -0.3
H -2.33260 4.19293 -10.10405 0.8 0.4 0.4
O 0.20781 -0.92787 -1.29432 0.1 0.1 2.2
N 0.90144 -0.74719 -0.26815 0.8 -1.3 -3.5
O 1.87042 -0.00128 -0.32270 -0.7 -0.2 1.4
C 0.70950 -1.67235 0.86407 -1.0 -0.6 1.6
C -0.26220 -2.72461 0.87320 1.8 1.9 -0.9
C -0.58267 -3.32686 2.06978 -0.5 0.3 -0.4
C 0.00723 -2.92593 3.26314 0.6 0.4 0.2
C 1.07764 -2.02036 3.23343 -1.4 -0.5 0.5
C 1.38589 -1.39750 2.06338 0.7 0.7 -1.8
H -0.69799 -3.05689 -0.05744 -0.3 0.2 0.0
H -1.43465 -3.97042 1.90747 0.1 -0.5 1.0
H -0.30966 -3.22489 4.25138 -0.3 -0.5 -0.2
H 1.50607 -1.65918 4.15669 0.3 -0.2 0.0
H 2.19843 -0.68647 2.03833 -0.1 0.3 0.0
C 4.36002 1.58859 -6.56323 0.6 1.1 -1.4
C 5.26822 0.56516 -6.32076 -0.8 0.2 0.8
C 6.55315 0.64456 -6.81640 -0.8 1.2 -0.6
N 6.91657 1.69017 -7.60028 1.1 -2.0 0.1
C 6.03567 2.58453 -7.97976 -0.4 0.7 1.7
C 4.75620 2.63471 -7.41333 -0.3 -0.9 0.0
H 3.35210 1.61558 -6.17625 0.0 -0.2 0.3
H 4.92118 -0.18384 -5.62436 0.4 -0.5 -0.1
H 7.25392 -0.13525 -6.55713 0.4 0.2 -0.2
H 6.46380 3.42330 -8.50851 -0.3 0.0 -0.5
H 4.06532 3.43531 -7.63271 0.0 0.1 -0.1
C -8.57508 -3.53268 -2.07721 1.2 -0.4 -0.6
C -8.55830 -3.36957 -0.69121 -0.1 -1.5 0.3
C -7.59522 -4.08782 0.09285 0.4 0.3 -2.7
N -6.55627 -4.72163 -0.53243 -1.7 0.4 -0.1
C -6.58683 -4.81928 -1.88578 0.4 1.1 0.9
C -7.58209 -4.27439 -2.71847 0.6 -0.2 1.6
H -9.25409 -3.07996 -2.78460 -0.6 0.4 0.6
H -9.42980 -2.86803 -0.29706 0.3 0.2 0.6
H -7.56581 -4.13828 1.17127 -0.2 0.3 0.0
H -5.62338 -5.16060 -2.23458 -0.2 -0.6 -0.6
H -7.55999 -4.35678 -3.79509 0.1 -0.1 0.0
C -4.60018 0.29524 5.84442 -1.5 -1.0 -0.9
C -5.08384 1.53248 6.17068 -1.0 0.5 0.2
C -6.47501 1.71596 6.19898 -1.0 -0.7 0.4
N -7.41612 0.76856 5.93507 1.5 2.1 -0.4
C -6.90755 -0.29755 5.33980 -0.4 -0.5 -0.2
C -5.57813 -0.62066 5.32409 2.2 0.6 0.2
H -3.53905 0.09767 5.88123 0.0 -0.3 -0.2
H -4.45322 2.38408 6.37919 0.1 -0.1 0.2
H -6.90436 2.67323 6.45528 0.1 0.2 0.3
H -7.63583 -0.85529 4.76978 0.0 -0.7 0.3
H -5.23118 -1.50073 4.80304 -0.1 -0.2 0.1
C 0.66542 -1.12827 9.97150 -1.2 1.5 0.3
C -0.12107 0.04838 9.96166 0.4 0.1 0.0
C -1.18944 0.18817 10.82866 0.0 -1.1 0.6
N -1.43080 -0.72503 11.78257 -0.3 0.2 0.1
C -0.69555 -1.81599 11.81584 0.1 -0.6 -1.2
C 0.27235 -2.12390 10.83998 0.8 0.3 0.8
H 1.55865 -1.12196 9.36447 0.0 -0.5 -0.1
H 0.16363 0.90046 9.36222 0.0 -0.1 -0.3
H -1.92590 0.97749 10.85998 0.4 0.5 -0.4
H -0.94202 -2.53867 12.57964 0.1 -0.1 0.2
H 0.87920 -3.01456 10.90959 -0.2 -0.3 0.1
```
Positions in Å, forces in eV/Å.

(3)
Below is C38H35OP2Tl as an isolated structure, with properties calculated with the ωB97M-V functional and the def2-TZVPD basis.

Kohn-Sham gap ... 7.197 eV
HOMO energy ... -14.02 eV
E_LUMO ... -0.25089 hartree
Charge ... +2

Structure (XYZ):
```
77
Properties=species:S:1:pos:R:3:forces:R:3
C 0.44902 -1.24610 -2.12119 -0.1 -0.3 -0.2
C -0.56692 -1.74700 -1.30206 -0.2 0.9 -1.1
C -1.87111 -1.80312 -1.86113 0.8 -0.2 0.6
C -2.10699 -1.51449 -3.20136 0.1 0.3 -0.4
C -1.05543 -1.17895 -4.06569 0.4 -0.1 0.5
C 0.22043 -1.07851 -3.47724 0.7 0.3 -0.4
P -0.14027 -2.16321 0.38369 -0.2 -1.0 -0.7
C -1.37238 -3.39038 0.78205 -1.1 -0.1 1.3
C -2.49916 -2.96789 1.52146 0.2 -0.5 -0.5
C -3.55318 -3.86232 1.75665 0.1 0.2 0.2
C -3.39851 -5.21936 1.43139 -0.3 0.4 0.1
C -2.25872 -5.64853 0.74648 -0.3 -0.1 0.2
C -1.28131 -4.72776 0.38179 0.3 -0.1 0.0
Tl -0.07662 0.04305 1.65899 0.1 -0.1 0.5
P 0.01377 2.16617 0.21681 0.1 0.2 0.1
C -1.30216 2.08801 -0.98494 -1.1 -0.3 -0.7
C -1.14042 2.33842 -2.35873 -0.1 0.1 0.4
C -2.23129 2.26213 -3.22291 -0.2 -0.2 -0.4
C -3.49967 1.89346 -2.77710 0.2 0.1 0.3
C -3.65843 1.61301 -1.41712 -0.4 -0.2 0.1
C -2.58054 1.68223 -0.53781 0.2 0.1 -0.1
C -0.21920 3.54473 1.35763 -0.3 0.9 0.5
C 0.65611 3.68639 2.45386 0.3 -0.8 0.0
C 0.44264 4.64372 3.43949 -0.2 0.0 0.1
C -0.68557 5.47046 3.36105 0.4 -0.1 0.0
C -1.51210 5.39997 2.23837 -0.1 0.1 0.5
C -1.29053 4.45845 1.24270 0.3 -0.5 -0.1
C 1.60393 2.29177 -0.58683 0.8 -0.3 -0.2
C 2.60297 1.31201 -0.39769 0.0 0.5 -0.2
C 3.86534 1.48163 -0.97406 0.1 0.1 -0.2
C 4.13625 2.59019 -1.79400 -0.5 -0.3 0.5
C 3.12891 3.54563 -1.98495 0.4 0.0 -0.2
C 1.88316 3.41734 -1.37848 0.2 -0.1 0.1
C 1.47880 -2.95864 0.43194 0.8 -0.2 0.0
C 1.95104 -3.73167 -0.64597 0.1 0.2 0.1
C 3.21834 -4.30560 -0.57946 0.2 -0.1 0.1
C 4.04404 -4.12522 0.53440 -0.2 0.1 0.3
C 3.56610 -3.39646 1.62432 -0.1 0.0 0.0
C 2.29240 -2.83601 1.57911 -0.4 0.4 -0.3
H 1.48401 2.96932 2.58712 -0.3 0.5 -0.2
H 1.12303 4.70292 4.30166 -0.4 0.0 -0.5
H -0.90377 6.15534 4.18984 0.1 -0.2 -0.5
H -2.37270 6.06480 2.19550 0.2 -0.2 -0.2
H -1.96596 4.41019 0.39781 0.0 0.0 0.0
H -0.16463 2.56435 -2.77073 -0.2 0.2 0.2
H -2.10406 2.46181 -4.28904 0.2 0.0 0.3
H -4.35070 1.80352 -3.47387 0.6 0.1 0.5
H -4.64833 1.32456 -1.04770 0.5 0.0 -0.1
H -2.71649 1.39218 0.50856 -0.1 0.2 -0.2
H 2.41428 0.42603 0.21255 0.1 0.2 0.0
H 4.65568 0.75020 -0.78283 -0.4 0.2 -0.1
H 5.12537 2.70101 -2.25409 -0.5 0.0 0.2
H 3.34485 4.40902 -2.61512 -0.2 -0.2 0.2
H 1.13524 4.19542 -1.51390 0.1 -0.1 0.0
H 1.34602 -3.87853 -1.54035 0.1 0.1 0.2
H 3.59276 -4.90024 -1.40666 -0.2 0.1 0.0
H 5.05185 -4.55590 0.58672 -0.5 0.2 -0.2
H 4.18460 -3.24866 2.50921 -0.2 -0.1 -0.2
H 1.91758 -2.26464 2.43279 0.2 -0.2 -0.2
H -2.49593 -1.94207 1.90059 -0.4 -0.2 -0.1
H -4.48973 -3.49843 2.20477 0.6 -0.3 0.0
H -4.18757 -5.93101 1.72649 0.5 0.4 -0.3
H -2.15682 -6.71604 0.50620 0.1 0.6 0.0
H -0.42062 -5.07765 -0.18093 -0.1 0.1 0.1
H -2.69712 -2.05214 -1.21603 -0.2 -0.3 0.0
H -3.12594 -1.54283 -3.59802 0.3 -0.1 0.3
H -1.25488 -0.96639 -5.13807 0.4 -0.3 0.9
H 1.17327 -0.83751 -3.97349 -1.0 0.0 -0.6
H 1.46102 -0.98883 -1.78104 -0.4 -0.5 0.2
H 0.33773 1.47939 -4.55592 1.1 -0.5 1.1
H 0.75850 1.17725 -3.95373 -0.8 0.9 -1.5
C 0.32135 0.18309 5.03459 -0.9 -0.3 1.4
C 0.85984 0.15456 3.68004 2.9 1.9 -1.4
O 2.00771 0.50389 3.35102 -2.7 -1.3 0.9
H -0.76983 0.13015 5.10146 0.1 0.0 -0.4
H 0.61822 1.09521 5.56634 0.3 -0.2 -0.2
H 0.65945 -0.68091 5.62480 0.3 0.2 -0.2
```
Positions in Å, forces in eV/Å.

(4)
Below is a single C38H36BF3O4 molecule, with properties calculated with the ωB97M-V functional and the def2-TZVPD basis.

Kohn-Sham gap ... 3.351 eV
HOMO energy ... -5.32 eV
Relative energy (zero: lowest compared OMol25 entry of this formula, charge and spin) ... 4.068 eV
E_LUMO ... -0.07247 hartree

Structure (XYZ):
```
82
Properties=species:S:1:pos:R:3:forces:R:3
C 3.20959 -2.88655 1.42265 1.0 -0.5 -0.2
C 2.00043 -2.23272 1.88906 -2.9 0.6 -1.8
C 1.76646 -1.56622 3.08324 -0.9 0.5 1.3
C 0.42245 -1.26933 3.14439 0.5 -0.4 -0.5
C -0.18129 -1.45433 1.75665 -0.3 -0.2 1.0
B 1.67560 2.36228 -0.91534 -1.4 -2.5 0.5
C -1.49841 -2.27157 1.63911 0.9 -0.4 0.2
C -2.67336 -1.78271 2.20894 0.0 0.2 0.0
C -3.90282 -2.22340 1.74627 0.5 -0.1 0.0
C -3.93066 -3.26362 0.82173 -0.8 -0.5 -0.1
C -5.27077 -3.72918 0.30019 -0.6 -0.2 -0.5
F -5.20961 -4.98425 -0.25314 -0.1 1.1 0.4
F -6.24284 -3.77111 1.26068 0.8 0.1 -0.8
F -5.74346 -2.88450 -0.69052 0.4 -0.9 0.9
C -2.77066 -3.88005 0.37878 -0.1 0.4 0.1
C -1.54729 -3.35152 0.76993 -0.1 -0.3 -0.3
O 2.04364 2.96252 0.27052 0.2 -0.4 -0.7
C 3.24452 2.26579 0.64958 0.5 -0.6 -0.5
C 4.17689 3.24641 1.29970 0.2 0.1 0.0
C 2.89287 1.13532 1.62405 -0.1 -0.3 0.1
C 3.73498 1.71998 -0.76538 0.3 0.1 0.2
C 4.28548 2.82309 -1.67192 0.1 0.1 0.1
C 4.67663 0.54890 -0.76437 0.6 -0.1 0.2
O 2.50651 1.34360 -1.37857 0.1 0.9 0.5
O 0.90801 -2.22131 1.12725 2.4 -1.3 0.9
H 3.90160 -3.02979 2.25942 -0.2 0.0 -0.1
H 3.01071 -3.85606 0.95265 -0.1 0.3 0.0
H 3.72554 -2.25106 0.68815 -0.3 -0.1 0.1
H 2.50973 -1.40054 3.85365 -0.2 -0.3 0.0
H -0.10374 -1.07025 4.08082 0.2 0.1 -0.5
H -2.61972 -1.01336 2.96846 -0.1 0.1 -0.2
H -4.81865 -1.74877 2.07663 0.0 -0.2 0.1
H -2.81513 -4.71725 -0.30545 0.0 0.1 0.0
H -0.64708 -3.78132 0.34476 -0.1 0.2 0.1
H 5.13589 2.76829 1.51880 0.0 0.1 0.0
H 4.33035 4.09686 0.63265 0.1 0.0 0.2
H 3.73676 3.58184 2.24163 0.1 0.1 -0.1
H 3.80050 0.61192 1.96512 -0.1 0.2 -0.2
H 2.41737 1.55850 2.52546 0.0 -0.1 -0.4
H 2.19917 0.39161 1.18266 0.2 0.6 0.1
H 5.31933 3.06871 -1.43669 0.1 0.2 0.0
H 4.24011 2.45937 -2.70542 0.0 0.1 0.2
H 3.66200 3.72704 -1.60467 0.3 -0.2 0.0
H 5.62826 0.88695 -0.33718 0.0 -0.3 0.0
H 4.30893 -0.30429 -0.18157 0.0 0.2 -0.2
H 4.88008 0.22323 -1.79425 -0.2 0.1 0.3
C -3.22985 -3.64081 -3.52065 0.7 0.2 0.4
O -1.87014 -3.50017 -3.02949 -0.7 -0.3 -1.3
C -1.46439 -2.30423 -2.53227 -0.1 0.3 0.6
C -0.06078 -2.14069 -2.37570 -1.2 -0.7 -0.6
C 0.39269 -1.33603 -1.36776 -0.4 1.0 0.6
C -0.54364 -0.66260 -0.54075 -0.8 0.1 -1.4
C -0.35820 -0.28451 0.84969 1.0 3.7 -1.2
C -0.80375 1.04950 1.23093 -0.4 -0.7 -0.1
C -1.19072 2.28928 0.45819 0.3 -0.5 1.0
C -1.97244 3.23235 1.14755 -0.1 0.1 0.9
C -2.26713 3.18431 2.50849 -0.3 0.4 0.0
C -1.75960 2.13766 3.26027 0.2 -0.2 -0.3
C -1.12571 1.10466 2.59516 -0.2 1.2 1.3
C -0.85985 2.74298 -0.91132 0.4 0.8 -1.6
C 0.34662 2.49622 -1.62318 -0.8 -1.0 0.4
C 0.39871 2.51979 -3.03820 -0.5 1.0 0.2
C -0.42355 3.45040 -3.67480 -0.2 -0.3 0.0
C -1.40220 4.09991 -2.90302 0.2 -0.2 -0.1
C -1.69991 3.63389 -1.61991 -0.1 -0.1 -0.4
C -1.84816 -0.47069 -1.07999 0.6 -0.2 0.4
C -2.36755 -1.34539 -2.01430 0.9 -0.7 -0.6
H -3.22390 -4.57005 -4.09782 -0.1 0.2 0.1
H -3.93130 -3.72618 -2.67445 0.2 0.1 -0.3
H -3.52364 -2.79250 -4.16137 0.2 -0.3 0.2
H 0.61701 -2.74484 -2.97646 -0.2 0.0 0.1
H 1.45751 -1.13748 -1.24209 -0.2 -0.4 0.3
H -2.35152 4.12075 0.63834 0.4 -0.4 0.1
H -2.89107 3.95142 2.97107 0.3 -0.1 -0.2
H -1.86902 2.08982 4.34322 -0.2 0.0 -0.2
H -0.87899 0.27041 3.22975 -0.1 0.2 -0.2
H 1.07991 1.85615 -3.59128 0.2 0.8 0.4
H -0.28768 3.67471 -4.73520 -0.2 -0.1 0.3
H -1.94694 4.95516 -3.31453 -0.1 -0.5 0.1
H -2.60594 4.00183 -1.16757 -0.1 0.0 0.0
H -2.47150 0.33579 -0.69317 0.0 -0.5 0.3
H -3.43827 -1.37800 -2.22652 0.4 0.1 -0.1
```
Positions in Å, forces in eV/Å.